Entry 1:
ORCA calculation (ωB97M-V with the def2-TZVPD basis set) on C33H43N5P2Tc as an isolated structure in a non-equilibrium geometry.

Summary:
net charge	+2
HOMO level (spin up / spin down)	-11.904 / -11.904	eV
expectation value of S²	3.808
multiplicity	4
LUMO energy (spin up / spin down)	-8.819 / -8.901	eV

Each line ends with the Löwdin charge.
Element x y z (Å)
Tc  0.181524  -0.297798  -2.299486  1.44
C  3.177207  0.504894  -0.031232  -0.10
C  3.064701  0.782445  -1.326300  -0.11
C  3.450549  -0.259235  -2.406654  -0.24
C  2.645205  -1.340344  -3.139809  -0.28
C  1.407894  -1.955791  -2.518086  -0.31
C  1.291921  -1.961591  -1.065130  -0.14
C  2.543994  -2.066902  -0.217493  -0.15
C  3.203500  -0.886334  0.529501  -0.17
C  -1.633692  -1.065304  -2.027544  -0.17
H  3.063902  1.317957  0.714036  0.13
H  2.547000  1.665773  -1.753016  0.10
H  4.367109  -0.767471  -2.045060  0.12
H  3.704683  0.401968  -3.274774  -0.01
H  2.425174  -0.934352  -4.152555  0.00
H  3.335380  -2.168449  -3.366116  0.14
H  0.999855  -2.809494  -3.104897  0.08
H  0.545988  -2.678912  -0.713940  0.10
H  3.319682  -2.580060  -0.805873  0.14
H  2.262997  -2.760303  0.585717  0.13
H  2.784474  -0.853905  1.544930  0.10
H  4.270236  -1.177628  0.633701  0.14
H  -2.147979  -0.558290  -1.196071  0.04
H  -1.646740  -2.144715  -1.838208  0.05
H  -2.214569  -0.853728  -2.947026  0.05
P  1.802314  -2.832148  -5.741062  1.13
P  3.717848  0.574393  -5.514239  1.14
N  2.420906  -4.479743  -5.438866  -0.26
N  1.290292  -3.250888  -7.433127  -0.26
N  5.372742  0.042628  -5.196164  -0.26
N  4.356935  1.836744  -6.753649  -0.24
C  3.448671  -2.140786  -6.311182  -0.40
C  3.333454  -0.703012  -6.805184  -0.39
C  1.863716  -5.370970  -4.506996  -0.16
C  2.542025  -6.585521  -4.586089  -0.08
C  3.532261  -6.460358  -5.622548  -0.05
C  3.426482  -5.167864  -6.124898  -0.13
C  -0.044112  -3.166517  -7.842773  -0.16
C  -0.134024  -3.550963  -9.175868  -0.08
C  1.185442  -3.886418  -9.613845  -0.06
C  2.034365  -3.679724  -8.533517  -0.15
C  6.029395  0.075950  -3.951281  -0.16
C  7.222194  -0.617437  -4.040896  -0.07
C  7.320997  -1.126910  -5.383138  -0.05
C  6.179014  -0.706178  -6.065233  -0.16
C  5.590028  2.109767  -7.360609  -0.13
C  5.391560  2.953876  -8.453737  -0.08
C  3.995248  3.203070  -8.544480  -0.10
C  3.392075  2.514017  -7.506804  -0.20
H  3.886828  -2.741837  -7.119208  0.06
H  4.119671  -2.248089  -5.445423  0.07
H  3.975384  -0.548802  -7.679760  0.09
H  2.308619  -0.470001  -7.122211  0.07
H  1.050839  -5.028834  -3.879849  0.08
H  2.339402  -7.432554  -3.949743  0.10
H  4.235860  -7.219267  -5.939841  0.11
H  4.012458  -4.701839  -6.897480  0.09
H  -0.768505  -2.813832  -7.128360  0.08
H  -1.056511  -3.577281  -9.749255  0.10
H  1.467191  -4.234008  -10.596376  0.10
H  3.113318  -3.788405  -8.513836  0.09
H  5.608682  0.633894  -3.117518  0.10
H  7.916306  -0.699955  -3.211363  0.10
H  8.145755  -1.706568  -5.779785  0.11
H  5.877822  -0.917911  -7.082769  0.11
H  6.529844  1.740366  -6.967543  0.10
H  6.146071  3.360857  -9.120999  0.10
H  3.492900  3.817174  -9.281726  0.10
H  2.352036  2.453176  -7.204670  0.09
C  -0.413510  2.841990  -1.733677  0.00
C  -0.284403  2.071864  -0.481548  -0.29
C  -0.468271  2.565051  0.824742  0.05
C  -0.367240  1.481008  1.709784  0.05
C  -0.126232  0.322618  0.921442  -0.24
C  -0.035011  -0.986140  1.560809  0.00
N  -0.042391  0.719077  -0.424448  -0.03
H  -0.378511  2.249363  -2.661084  0.06
H  0.366600  3.619159  -1.769146  0.12
H  -1.369992  3.391333  -1.707664  0.12
H  -0.661238  3.607031  1.041580  0.14
H  -0.459630  1.450487  2.776830  0.13
H  0.898177  -1.072850  2.142938  0.11
H  -0.847749  -1.060980  2.300374  0.12
H  -0.133174  -1.854820  0.905866  0.07

Cartesian forces (eV/Å) of the 3 atoms listed first:
0.6 0.6 2.8
-1.3 0.7 0.4
-1.6 -1.4 -1.4



Entry 2:
ORCA calculation (ωB97M-V with the def2-TZVPD basis set) on C3H4LiO3Pd as an isolated structure in a non-equilibrium geometry.

Summary:
net charge	+1
HOMO level (spin up / spin down)	-13.031 / -13.589	eV
energy above the lowest of the compared OMol25 structures with the same formula, charge and spin	623.9	kJ/mol
expectation value of S²	2.007
multiplicity	3
LUMO energy (spin up / spin down)	-4.870 / -6.123	eV

Each line ends with the Löwdin charge.
Element x y z (Å)
O  0.426958  -1.797751  0.451091  0.09
C  0.141620  -0.619469  0.738062  -0.94
C  1.065621  0.110669  -1.677018  0.12
O  -0.190397  -0.014063  1.794182  -0.21
O  -0.630386  -0.200017  -0.286681  -0.07
C  0.185564  0.843162  -0.873983  -0.17
H  2.081062  0.517483  -1.694041  0.08
H  0.690811  -0.283939  -2.623501  0.11
H  0.397608  1.910172  -0.956577  0.10
H  -2.601759  -1.444651  2.314329  -0.03
Li  -0.317476  2.295121  1.037451  0.87
Pd  -1.249226  -1.316717  1.776685  1.04

Cartesian forces (eV/Å) of the 3 atoms listed first:
3.1 -0.3 2.3
1.2 -2.2 -5.4
0.1 4.1 -0.4



Entry 3:
ORCA calculation (ωB97M-V with the def2-TZVPD basis set) on one molecule with the formula C6H10N2 in a non-equilibrium geometry.

Summary:
HOMO level	-7.918	eV
SMILES	CC1(C)[C@@H]2N=CN[C@@H]21
energy above the lowest of the compared OMol25 structures with the same formula, charge and spin	210.1	kJ/mol
LUMO energy	0.883	eV

Each line ends with the Löwdin charge.
Element x y z (Å)
C  -0.094299  -1.484733  -1.180751  -0.03
C  -0.137099  -0.932360  0.219407  -0.42
C  -0.496730  -1.840609  1.336199  -0.07
C  -0.751651  0.497244  0.630936  -0.16
N  -0.927843  1.564957  -0.336493  0.08
C  0.241368  1.733635  -0.862062  -0.25
N  1.293043  1.013985  -0.435759  0.06
C  0.777783  0.238067  0.598081  -0.22
H  -1.122251  -1.411438  -1.538186  0.10
H  0.137855  -2.495296  -0.993628  0.05
H  0.763678  -1.290882  -1.818285  0.08
H  -1.588305  -1.869582  1.285044  0.09
H  -0.317116  -1.342247  2.290899  0.08
H  -0.074765  -2.858659  1.371935  0.09
H  -1.383835  0.380946  1.457613  0.11
H  0.370762  2.458922  -1.670002  0.12
H  2.115849  0.899364  -0.989622  0.14
H  1.305495  0.208817  1.559148  0.14

Cartesian forces (eV/Å) of the 3 atoms listed first:
-0.6 -0.1 1.1
1.0 3.0 0.0
-0.8 -0.3 0.7



Entry 4:
ORCA calculation (ωB97M-V with the def2-TZVPD basis set) on a 2-piece molecular cluster, C3H10NO2 overall in a non-equilibrium geometry.

Summary:
HOMO level (spin up / spin down)	-4.011 / -7.390	eV
energy above the lowest of the compared OMol25 structures with the same formula, charge and spin	106.0	kJ/mol
expectation value of S²	0.753
multiplicity	2
LUMO energy (spin up / spin down)	0.012 / -0.050	eV

Each line ends with the Löwdin charge.
Element x y z (Å)
O  -1.891421  -0.699585  -1.833903  -0.15
C  -0.949543  -0.036049  -1.321178  -0.43
C  -0.987649  0.106994  0.191707  -0.35
C  -0.729855  -1.153350  0.979640  -0.08
N  0.154882  1.060496  0.634739  0.15
H  -0.326407  0.748800  -1.803847  0.05
H  -1.898367  0.643440  0.483492  0.13
H  0.239565  -1.615695  0.779573  0.08
H  -1.414828  -1.957406  0.705215  0.09
H  -0.874414  -1.053152  2.062937  0.07
H  1.044011  0.552690  0.725180  0.11
H  0.049237  1.548455  1.521845  0.15
H  0.284280  1.736826  -0.121232  0.12
H  2.607546  0.792216  -1.073933  0.05
H  2.500686  -0.701383  -1.227409  0.06
O  2.192277  0.026702  -0.702824  -0.04

Cartesian forces (eV/Å) of the 3 atoms listed first:
-0.2 0.0 -0.4
0.6 0.1 0.9
0.8 0.4 0.1



Entry 5:
ORCA calculation (ωB97M-V with the def2-TZVPD basis set) on C9H15N3 as an isolated structure in a non-equilibrium geometry.

Summary:
net charge	+2
HOMO level	-15.515	eV
energy above the lowest of the compared OMol25 structures with the same formula, charge and spin	342.9	kJ/mol
LUMO energy	-6.846	eV

Each line ends with the Löwdin charge.
Element x y z (Å)
C  -0.465970  -1.680320  -1.404025  -0.01
C  -1.280723  -1.537215  -0.312191  0.01
C  -1.589418  0.970770  2.395835  -0.27
C  1.757248  -0.281951  -0.811038  -0.19
C  0.642894  -0.727120  -1.851157  -0.25
C  1.651699  1.038775  -0.012790  0.09
C  -0.145708  0.501247  0.731826  0.01
C  -1.277209  -0.400422  0.583731  -0.15
C  -2.204780  1.553101  3.488531  0.01
N  -0.411053  1.272230  1.779530  0.15
N  -2.096242  -0.039248  1.625772  0.20
N  1.419789  -1.292551  -3.020493  0.22
H  -0.401721  -2.598653  -1.938012  0.11
H  -2.162815  -2.139964  -0.156302  0.13
H  1.715050  -1.060087  -0.076967  0.10
H  2.863933  -0.303536  -1.259857  0.17
H  0.289397  0.241353  -2.323081  0.18
H  2.386435  1.078064  0.794155  0.11
H  1.081609  1.853716  -0.463777  0.10
H  -3.315332  1.403424  3.652418  0.14
H  -1.946930  2.652806  3.676201  0.14
H  -1.661231  0.958239  4.352295  0.17
H  0.218800  1.864438  2.196011  0.15
H  -2.928163  -0.540644  1.750585  0.17
H  2.137722  -0.829986  -3.473601  0.14
H  0.673730  -1.523870  -3.755562  0.22
H  1.760433  -2.163398  -2.723051  0.15

Cartesian forces (eV/Å) of the 3 atoms listed first:
0.6 0.9 1.5
-0.3 0.9 -1.4
0.4 -2.3 -5.1



Entry 6:
ORCA calculation (ωB97M-V with the def2-TZVPD basis set) on C11H17Cl15N2O5S as an isolated structure in a non-equilibrium geometry.

Summary:
HOMO level	-10.143	eV
energy above the lowest of the compared OMol25 structures with the same formula, charge and spin	0.0	kJ/mol
LUMO energy	0.184	eV

Each line ends with the Löwdin charge.
Element x y z (Å)
N  1.935441  2.152936  1.631117  0.01
C  2.291656  1.928621  0.227809  -0.23
C  1.302930  1.015292  -0.472397  -0.29
O  1.668398  0.624544  -1.813888  -0.13
S  0.438625  -0.248702  -2.308949  0.60
O  0.434200  -0.272200  -3.725746  -0.20
O  0.359897  -1.468897  -1.565747  -0.28
O  -0.660986  0.743945  -1.755125  -0.18
C  -0.208495  1.398761  -0.535235  -0.24
C  -0.535520  2.883563  -0.665936  -0.10
C  -1.841826  3.354641  0.020693  -0.10
C  -2.943434  2.339904  0.204016  -0.54
N  -3.378688  1.683652  -0.974573  0.13
O  -3.472003  2.183302  1.275768  0.08
H  1.678775  1.262144  2.049731  0.08
H  1.103244  2.732061  1.686885  0.07
H  2.403782  2.883665  -0.290933  0.13
H  3.261998  1.423563  0.207706  0.09
H  1.332083  0.080907  0.107801  0.14
H  -0.654552  0.949026  0.356244  0.16
H  0.278899  3.465118  -0.226316  0.10
H  -0.554980  3.131403  -1.729381  0.14
H  -1.611998  3.741819  1.016085  0.12
H  -2.261666  4.182735  -0.558318  0.09
H  -2.841644  0.834056  -1.126833  0.08
H  -4.341707  1.394257  -0.818364  0.08
C  1.298044  -4.128039  -3.569746  -1.57
Cl  -0.041426  -5.165944  -4.067403  0.52
Cl  2.407838  -4.999736  -2.512781  0.51
Cl  2.142093  -3.480063  -4.975937  0.54
H  0.889974  -3.296262  -3.009957  -0.04
C  -5.669667  4.543736  -2.247370  -1.54
Cl  -6.058786  4.052985  -0.596468  0.55
Cl  -4.256745  5.604927  -2.261781  0.53
Cl  -5.406515  3.137568  -3.269515  0.54
H  -6.507731  5.102189  -2.641397  0.01
C  -0.786527  -5.760305  0.215278  -1.53
Cl  0.299738  -6.939256  -0.519366  0.52
Cl  -0.606655  -5.735686  1.970575  0.50
Cl  -0.510039  -4.160032  -0.471685  0.56
H  -1.802831  -6.050337  -0.014794  0.01
C  0.064446  -6.428075  6.228080  -1.55
Cl  -1.215381  -7.635746  6.126365  0.53
Cl  -0.231426  -5.105033  5.099239  0.50
Cl  0.234844  -5.824608  7.875815  0.53
H  0.994970  -6.902509  5.947400  0.01
C  6.296286  3.059454  1.282818  -1.55
Cl  6.142080  2.265477  -0.286595  0.53
Cl  5.077109  2.488364  2.420969  0.55
Cl  7.924069  2.837579  1.927558  0.52
H  6.139823  4.119248  1.134575  0.01

Cartesian forces (eV/Å) of the 3 atoms listed first:
-0.5 -0.1 -0.4
0.2 0.1 -0.3
-0.1 -0.9 0.9